C52H40BCl4N9O2P2TeW | ωB97M-V/def2-TZVPD

Computed properties:
Lowest unoccupied orbital energy (spin up / spin down), eV: -0.2647 / -0.2629
HOMO-LUMO gap (spin up / spin down), eV: 7.0 / 7.0

Element x y z (Å)
W -0.3021 1.2029 -0.2014
C 2.0850 3.3877 -3.1525
C 1.5932 2.1703 -2.6891
N 1.3342 2.2336 -1.3876
N 1.6369 3.4921 -0.9935
C 2.0969 4.1978 -2.0341
B 1.5312 3.8898 0.4877
N 0.0739 4.0627 0.9458
C -0.5801 5.0964 1.4854
C -1.8715 4.6946 1.7809
C -1.9246 3.3601 1.3868
N -0.7421 2.9961 0.8863
N 2.0829 2.6838 1.2660
C 3.2404 2.5747 1.9317
C 3.4909 1.2398 2.1667
C 2.4117 0.5804 1.5826
N 1.5692 1.4519 1.0380
H 2.4048 3.6340 -4.1488
H 1.4248 1.2537 -3.2256
H 2.4232 5.2152 -1.8995
H 2.1590 4.8826 0.7148
H -0.0818 6.0398 1.6302
H -2.6575 5.2824 2.2192
H -2.7337 2.6470 1.4274
H 3.8008 3.4591 2.1824
H 4.3178 0.8041 2.6977
H 2.1814 -0.4698 1.5665
Te -0.2464 -3.4302 2.4730
C -1.8953 -4.4520 1.5950
C -1.7140 -5.5642 0.7850
C -2.8242 -6.1459 0.1846
N -4.0651 -5.6943 0.3336
C -4.2303 -4.6291 1.1160
C -3.1913 -3.9830 1.7689
C -0.4641 -1.6796 1.3779
P -0.8542 -0.1142 2.0213
C -2.4968 -0.1668 2.8358
C -2.6266 -0.2298 4.2250
C -3.8701 -0.4194 4.8109
C -5.0054 -0.5376 4.0237
C -4.8865 -0.4890 2.6423
C -3.6409 -0.3239 2.0564
C 0.1420 0.3934 3.4795
C -0.0381 1.6732 4.0041
C 0.7039 2.1022 5.0933
C 1.6266 1.2504 5.6882
C 1.8063 -0.0259 5.1795
C 1.0763 -0.4433 4.0752
P 0.2486 -1.3042 -0.1820
C -0.9169 -1.6624 -1.5595
C -2.0612 -2.4243 -1.3450
C -3.0088 -2.5575 -2.3484
C -2.8382 -1.9065 -3.5630
C -1.7024 -1.1401 -3.7835
C -0.7402 -1.0285 -2.7885
C 1.5437 -2.5740 -0.4747
C 1.1123 -3.7944 -0.9961
C 1.9828 -4.8684 -1.1197
C 3.3041 -4.7405 -0.7227
C 3.7464 -3.5288 -0.2100
C 2.8763 -2.4559 -0.0909
H -0.7252 -5.9650 0.5992
H -2.7019 -7.0125 -0.4566
H -5.2482 -4.2718 1.2323
H -3.3947 -3.1190 2.3879
H -1.7590 -0.1468 4.8648
H -3.9467 -0.4775 5.8891
H -5.9748 -0.6773 4.4846
H -5.7611 -0.5920 2.0128
H -3.5415 -0.3430 0.9857
H -0.7713 2.3418 3.5663
H 0.5511 3.1001 5.4844
H 2.2002 1.5812 6.5442
H 2.5207 -0.7000 5.6351
H 1.2427 -1.4383 3.6801
H -2.2235 -2.8773 -0.3743
H -3.8970 -3.1512 -2.1739
H -3.5968 -1.9886 -4.3308
H -1.5668 -0.6213 -4.7246
H 0.1576 -0.4447 -2.9661
H 0.0827 -3.9190 -1.3066
H 1.6208 -5.8057 -1.5231
H 3.9864 -5.5755 -0.8156
H 4.7810 -3.4110 0.0864
H 3.2714 -1.5138 0.2581
Cl -5.0256 3.6976 -4.5300
C -4.2566 2.7463 -3.3166
C -4.9610 1.7417 -2.6497
Cl -6.6053 1.4406 -3.0733
C -4.3583 0.9697 -1.6536
Cl -5.2267 -0.3300 -0.9305
C -3.0316 1.2256 -1.3067
O -2.2705 0.6006 -0.4276
C -2.3316 2.2022 -2.0220
O -1.0544 2.2573 -1.6791
C -2.9180 2.9721 -3.0098
Cl -1.9659 4.1506 -3.8213
N 4.0449 -1.0765 -4.2174
C 3.0991 -1.3521 -3.2669
N 3.0906 -0.4978 -2.2895
C 4.0955 0.4046 -2.5877
C 4.5247 1.5209 -1.8713
C 5.5615 2.2615 -2.4012
C 6.1639 1.9094 -3.6184
C 5.7536 0.8052 -4.3404
C 4.7119 0.0584 -3.8004
H 4.2311 -1.6212 -5.0402
H 2.4453 -2.2090 -3.3446
H 4.0432 1.7853 -0.9376
H 5.9193 3.1370 -1.8752
H 6.9716 2.5196 -4.0007
H 6.2263 0.5396 -5.2769

=====

C52H40CaF12N2O4P2 | ωB97M-V/def2-TZVPD

Computed properties:
Charge: -2
Lowest unoccupied orbital energy, eV: 4.1608
HOMO-LUMO gap, eV: 5.6

Element x y z (Å)
Ca -0.9638 0.1765 0.3967
C 2.5680 5.8196 -2.5611
C 1.6041 4.8868 -1.8695
C 0.3886 5.3369 -1.3660
C -0.4573 4.4855 -0.6914
C -0.1399 3.1252 -0.4395
N -0.9996 2.3077 0.2166
C -1.9233 2.7825 1.1111
C -1.5768 3.7645 2.0636
C -2.4587 4.2121 3.0230
C -3.7469 3.6973 3.0896
C -4.7209 4.1085 4.1659
C -4.1057 2.7215 2.1663
C -3.2409 2.2471 1.1849
C -3.7012 1.1824 0.1471
O -2.9151 0.1163 -0.0526
C -5.1164 0.6087 0.5197
F -5.4852 -0.3851 -0.3155
F -5.1072 0.0631 1.7556
F -6.1539 1.4968 0.4925
C -3.9393 1.9681 -1.2064
F -2.8050 2.3042 -1.8290
F -4.6524 1.2452 -2.1121
F -4.6361 3.1242 -1.0311
C 1.0920 2.6605 -0.9966
C 1.9112 3.5440 -1.6895
C 1.5553 1.2150 -0.7060
O 0.6274 0.2497 -0.8169
C 2.7614 0.7664 -1.6162
F 3.0020 -0.5506 -1.4698
F 3.9593 1.3781 -1.4185
F 2.4605 0.9385 -2.9278
C 2.1933 1.2832 0.7423
F 2.8830 0.1749 1.0708
F 1.2797 1.4846 1.7112
F 3.0816 2.3112 0.8610
H 2.3025 6.8596 -2.3631
H 2.5744 5.6718 -3.6463
H 3.5897 5.6588 -2.2084
H 0.0934 6.3733 -1.5091
H -1.4159 4.8449 -0.3389
H -0.5628 4.1450 2.0382
H -2.1371 4.9588 3.7436
H -4.4162 5.0426 4.6410
H -4.7787 3.3398 4.9436
H -5.7256 4.2356 3.7569
H -5.1086 2.3323 2.2566
H 2.8438 3.1967 -2.1125
C 2.5588 -1.3540 4.3324
C 1.1919 -1.1420 3.6849
O 0.9549 -1.7307 2.6440
C 0.2518 -0.2458 4.3646
C 0.4419 0.0993 5.7124
C -0.4233 0.9194 6.3968
C -1.5402 1.4364 5.7215
C -1.7621 1.1304 4.4078
C -0.8804 0.2952 3.6498
O -1.1172 0.0748 2.4197
H 3.1502 -1.9906 3.6782
H 2.4621 -1.8270 5.3110
H 3.0596 -0.3925 4.4563
H 1.2802 -0.3200 6.2567
H -0.2543 1.1530 7.4416
H -2.2328 2.0863 6.2475
H -2.6235 1.5204 3.8814
N -0.1180 -1.7383 -2.6821
P -1.4977 -0.6488 -2.6984
C -2.8161 -1.8875 -3.1631
C -2.8418 -2.6050 -4.3590
C -3.8659 -3.5001 -4.6277
C -4.9085 -3.6554 -3.7220
C -4.9067 -2.9276 -2.5435
C -3.8566 -2.0660 -2.2564
C -1.2100 -0.0219 -4.4248
C -0.2945 -0.5631 -5.3267
C -0.1920 -0.0718 -6.6206
C -0.9899 0.9860 -7.0332
C -1.8863 1.5505 -6.1376
C -1.9929 1.0507 -4.8485
P 0.4515 -2.5816 -1.2662
C 0.7560 -4.2202 -2.1038
C 0.4940 -4.5036 -3.4391
C 0.6460 -5.7940 -3.9326
C 1.0706 -6.8185 -3.0996
C 1.3730 -6.5398 -1.7721
C 1.2255 -5.2512 -1.2872
C -1.0974 -3.1508 -0.4097
C -1.9306 -4.1749 -0.8666
C -2.9790 -4.6248 -0.0839
C -3.2452 -4.0383 1.1477
C -2.4356 -3.0157 1.6104
C -1.3502 -2.6014 0.8508
H 0.6563 -1.0876 -2.8473
H -2.0613 -2.4646 -5.0942
H -3.8517 -4.0761 -5.5465
H -5.7222 -4.3374 -3.9434
H -5.7247 -3.0335 -1.8405
H -3.8282 -1.5137 -1.3246
H 0.3411 -1.3844 -5.0232
H 0.5132 -0.5230 -7.3095
H -0.9080 1.3676 -8.0443
H -2.5062 2.3844 -6.4451
H -2.6921 1.4947 -4.1488
H 0.1327 -3.7138 -4.0842
H 0.4144 -6.0030 -4.9712
H 1.1626 -7.8293 -3.4802
H 1.7136 -7.3324 -1.1155
H 1.4482 -5.0266 -0.2481
H -1.7611 -4.6277 -1.8351
H -3.6006 -5.4365 -0.4446
H -4.0741 -4.3929 1.7491
H -2.6231 -2.5435 2.5666
H -0.6564 -1.8853 1.2750

=====

C52H43AsBF4LaN5O4PS | ωB97M-V/def2-TZVPD

Computed properties:
Charge: -2
Lowest unoccupied orbital energy, eV: 3.8464
HOMO-LUMO gap, eV: 6.9

Element x y z (Å)
La 0.4705 1.1075 -0.1479
C 2.6789 -4.1121 4.1091
C 2.5233 -2.7355 4.1644
C 2.3033 -2.0108 3.0010
C 2.2469 -2.6537 1.7687
C 2.3995 -4.0400 1.7224
C 2.6129 -4.7664 2.8843
P 2.0035 -1.5855 0.3098
C 1.1734 -2.7252 -0.8740
C 1.4446 -2.6949 -2.2389
C 0.7066 -3.4747 -3.1201
C -0.3098 -4.2954 -2.6549
C -0.5893 -4.3313 -1.2942
C 0.1438 -3.5489 -0.4176
C 3.6716 -1.4112 -0.3946
C 4.7510 -2.1756 -0.0440
C 6.0146 -1.9298 -0.6269
C 6.1546 -0.9370 -1.5529
C 5.0522 -0.1276 -1.9292
C 5.1829 0.8858 -2.9119
C 4.0894 1.6208 -3.2611
C 2.8360 1.4202 -2.6227
C 2.6262 0.4726 -1.6354
C 3.7841 -0.3319 -1.3295
H 2.8338 -4.6786 5.0202
H 2.5321 -2.2196 5.1157
H 2.1272 -0.9428 3.0516
H 2.3446 -4.5522 0.7691
H 2.7239 -5.8437 2.8311
H 2.2191 -2.0429 -2.6215
H 0.9267 -3.4269 -4.1798
H -0.8863 -4.8968 -3.3474
H -1.3840 -4.9571 -0.9053
H -0.0924 -3.5843 0.6395
H 4.6463 -2.9743 0.6801
H 6.8643 -2.5405 -0.3431
H 7.1166 -0.7513 -2.0210
H 6.1487 1.0508 -3.3792
H 4.1774 2.3877 -4.0246
H 2.0090 2.0457 -2.9467
F -1.9176 3.7692 2.3905
B -1.8123 2.5496 1.7366
F -1.6631 2.7264 0.3384
F -2.8933 1.7219 2.0120
F -0.5906 1.9041 2.1353
C -5.5658 5.4163 -5.9700
C -5.1961 5.6526 -7.4125
O -5.9365 6.2219 -8.1803
S -3.6263 5.0909 -8.0469
C -2.8522 4.2650 -6.6928
C -3.0895 2.9118 -6.4617
C -2.5084 2.2693 -5.3846
C -1.6632 2.9580 -4.5029
C -1.4138 4.3173 -4.7546
C -1.9969 4.9551 -5.8327
C -1.0658 2.3128 -3.3821
C -0.4863 1.7953 -2.4353
H -6.0689 6.3132 -5.6124
H -4.7237 5.1629 -5.3361
H -6.2815 4.5925 -5.9434
H -3.7429 2.3640 -7.1310
H -2.6987 1.2199 -5.2032
H -0.7596 4.8540 -4.0786
H -1.7965 6.0055 -6.0079
O -1.3659 -0.5042 -0.1275
C -1.5193 -1.0240 0.9954
N -2.6670 -1.6399 1.3958
C -2.4767 -2.2420 2.6915
C -1.0765 -1.6415 3.0400
O -0.5701 -1.7940 4.1398
N -0.5617 -1.0243 1.9529
C -3.5026 -1.8233 3.7292
C -3.5199 -2.4641 4.9670
C -4.4295 -2.0859 5.9394
C -5.3337 -1.0600 5.6870
C -5.3081 -0.4109 4.4643
C -4.3923 -0.7870 3.4878
C -2.3789 -3.7650 2.5640
C -1.2737 -4.4879 2.9959
C -1.2131 -5.8623 2.7916
C -2.2536 -6.5317 2.1700
C -3.3687 -5.8152 1.7478
C -3.4251 -4.4467 1.9449
H -3.4599 -1.7335 0.7881
H -2.8048 -3.2518 5.1647
H -4.4273 -2.5892 6.8986
H -6.0447 -0.7622 6.4485
H -5.9871 0.4088 4.2668
H -4.3341 -0.2359 2.5594
H -0.4494 -3.9746 3.4752
H -0.3311 -6.4026 3.1139
H -2.1978 -7.6009 2.0066
H -4.1906 -6.3232 1.2579
H -4.2981 -3.8967 1.6109
N 2.5582 7.3068 -2.3543
C 1.7836 6.4621 -2.1674
N 0.8414 5.5508 -2.0221
C 1.0722 4.5416 -1.2513
N 1.2364 3.6119 -0.5634
C 3.9123 2.8705 3.3536
As 2.8227 3.0922 1.7842
C 1.5376 4.3598 2.4143
C 4.0603 3.7145 0.4637
O 2.2532 1.5495 1.4384
H 4.4083 3.8103 3.6042
H 4.6573 2.1018 3.1537
H 3.2847 2.5497 4.1827
H 2.0629 5.3086 2.5379
H 1.1901 3.9871 3.3767
H 0.6986 4.4649 1.7359
H 3.8904 4.7674 0.2456
H 3.8993 3.1298 -0.4410
H 5.0641 3.5500 0.8546

=====

C52H43AsBiN13O2 | ωB97M-V/def2-TZVPD

Computed properties:
Lowest unoccupied orbital energy (spin up / spin down), eV: -1.3143 / -1.3282
HOMO-LUMO gap (spin up / spin down), eV: 5.1 / 5.0

Element x y z (Å)
Bi 0.2111 0.5387 -0.1181
C 5.0809 3.6907 1.2734
C 4.6911 4.6387 0.3410
C 3.9426 4.2964 -0.7845
C 3.6285 2.9689 -0.9746
C 2.8166 2.1670 -1.9701
N 2.3614 2.5327 -3.3366
C -0.4075 1.9238 -2.9890
C -1.4363 2.2201 -3.9245
C -1.4733 2.9523 -5.1111
C -2.6826 3.0852 -5.7589
C -3.8432 2.4893 -5.2568
C -3.8294 1.7567 -4.0883
C -2.6280 1.6245 -3.4046
C -2.2521 0.9326 -2.1978
N -2.9723 0.0345 -1.5570
C -2.5647 -0.8398 -0.6677
N -1.3570 -0.9180 -0.0040
C -1.2494 -2.0529 0.7118
N -0.2519 -2.4673 1.5007
C 0.9861 -2.0526 1.5187
N 1.5591 -1.0902 0.7583
C 2.9191 -1.1213 0.8637
N 3.7735 -0.3657 0.2753
C 3.6024 0.6916 -0.5309
N 3.2233 0.7759 -1.7673
C 4.0139 2.0211 -0.0178
C 4.7324 2.3563 1.1099
C 3.2546 -2.0933 1.9156
C 4.4495 -2.3979 2.5397
C 4.4099 -3.2145 3.6629
C 3.2059 -3.7310 4.1258
C 2.0091 -3.4694 3.4693
C 2.0365 -2.6384 2.3637
C -2.4840 -2.7830 0.5543
C -2.9183 -4.0149 1.0298
C -4.1944 -4.4281 0.7014
C -5.0243 -3.6441 -0.1023
C -4.5954 -2.4390 -0.6202
C -3.3191 -2.0048 -0.2846
N -0.9350 1.2244 -1.9723
H 5.6605 3.9898 2.1339
H 4.9761 5.6716 0.4889
H 3.6407 5.0710 -1.4710
H -0.5785 3.4061 -5.5091
H -2.7424 3.6548 -6.6751
H -4.7730 2.6141 -5.7932
H -4.7286 1.3076 -3.6963
H 5.0123 1.5904 1.8170
H 5.3803 -1.9928 2.1752
H 5.3247 -3.4306 4.1992
H 3.2025 -4.3408 5.0196
H 1.0776 -3.8755 3.8326
H -2.2652 -4.6245 1.6327
H -4.5628 -5.3751 1.0714
H -6.0180 -4.0017 -0.3293
H -5.2197 -1.8432 -1.2674
N -3.6573 -0.7059 2.8679
C -2.3284 -0.5399 2.9927
N -1.9512 0.5301 2.3389
C -3.1082 1.0098 1.8031
N -4.1593 0.2761 2.1176
C -3.1904 2.2153 0.9997
C -4.3841 2.9432 0.9285
N -4.4736 4.0634 0.2383
C -3.3833 4.4623 -0.4047
C -2.2032 3.7346 -0.3531
N -2.0967 2.6197 0.3528
H -4.2573 -1.4449 3.2057
H -1.6860 -1.1996 3.5388
H -5.2679 2.6124 1.4554
H -3.4654 5.3822 -0.9670
H -1.3195 4.0514 -0.8907
C 2.2974 3.9414 -3.6434
C 1.0944 1.8429 -2.9152
O 1.4317 2.1275 -1.5380
C 1.2483 0.4609 -3.5418
C 1.5282 0.4938 -4.9072
C 1.6897 -0.6620 -5.6356
C 1.5445 -1.8890 -4.9985
C 1.2286 -1.9373 -3.6628
C 1.0652 -0.7680 -2.8930
O 0.7619 -0.9018 -1.6264
H 1.7386 4.5326 -2.9050
H 1.8108 4.0405 -4.6134
H 3.3167 4.3150 -3.7269
H 1.6291 1.4570 -5.3814
H 1.9322 -0.6140 -6.6858
H 1.6751 -2.8061 -5.5574
H 1.0952 -2.8820 -3.1579
C -1.5402 2.7060 4.8756
C -0.5358 3.5489 4.1025
As 0.1025 2.6349 2.4087
C 1.1348 1.1640 3.2500
C 2.2849 1.5458 4.1669
C 1.6188 3.9187 2.1364
C 1.2210 5.0470 1.1959
H -1.9449 3.2546 5.7248
H -1.0663 1.8002 5.2491
H -2.3668 2.4134 4.2301
H 0.3073 3.8107 4.7473
H -1.0076 4.4866 3.7832
H 1.5248 0.5511 2.4352
H 0.4129 0.5453 3.7887
H 3.0506 2.0894 3.6180
H 2.7458 0.6493 4.5808
H 1.9430 2.1654 4.9940
H 2.4590 3.3712 1.7124
H 1.9438 4.3338 3.0925
H 1.0302 4.6550 0.1984
H 2.0069 5.7967 1.1238
H 0.3129 5.5336 1.5530

=====

For reference, energy above the lowest of the compared OMol25 structures with the same formula, charge and spin by record: 5.4, 25.4, 0.5, 0.0 kcal per mole.